C3H6FN3 | wB97M-V/def2-TZVPD

Positions of all 13 atoms, in Å:
C 1.199 0.978 0.962
C 1.235 0.420 -0.215
C 0.034 -0.093 -0.992
N -1.087 0.989 0.782
N -0.961 -0.098 0.017
N -1.109 -1.284 0.683
F 2.352 -0.226 -0.778
H 1.795 1.647 1.504
H -0.231 0.493 -1.968
H 0.271 -1.182 -1.281
H -0.814 1.821 0.250
H -2.064 -1.493 0.898
H -0.621 -1.970 0.137

As for the spin multiplicity: 1. As for the frontier orbital gap (alpha / beta): 0.299 / 0.290 Eh. The value obtained for the HOMO energy (alpha / beta) is -7.85 / -7.69 eV. As for the LUMO energy (alpha / beta): 0.293 / 0.190 eV. Its molar mass is 103.10 g/mol.

C3H6FN3S | wB97M-V/def2-TZVPD

Positions of all 14 atoms, in Å:
H 0.135 0.043 -3.679
N 0.234 0.307 -2.705
C -0.939 -0.213 -2.030
N -0.876 0.226 -0.588
N -2.259 0.320 0.007
C 0.109 -0.020 0.355
S -0.119 0.109 2.015
C 1.499 -0.344 -0.235
F 2.329 -0.415 0.945
H -2.034 -0.422 -2.176
H -1.997 1.068 0.704
H -2.351 -0.535 0.527
H 2.031 0.606 -0.643
H 1.455 -1.264 -1.016

As for the spin multiplicity: 1. As for the frontier orbital gap: 0.296 Eh. The value obtained for the HOMO energy is -8.74 eV. Its SMILES is [H]/N=C/N(N)C(=S)CF. As for the LUMO energy: -0.676 eV. Its molar mass is 135.17 g/mol.

C3H6FNO | wB97M-V/def2-TZVPD

Positions of all 12 atoms, in Å:
C 1.341 -0.043 0.069
C -0.739 -1.287 0.378
C 0.101 0.749 0.249
N -0.354 1.445 -0.860
O 1.773 -0.196 -1.071
F -0.348 1.096 1.473
H 1.683 -0.614 0.994
H -1.822 -1.050 0.763
H -0.159 -1.710 1.061
H -0.757 -1.791 -0.526
H 0.016 1.074 -1.711
H -0.734 2.326 -0.820

As for the spin multiplicity: 1. As for the frontier orbital gap (alpha / beta): 0.322 / 0.322 Eh. The value obtained for the HOMO energy (alpha / beta) is -8.34 / -8.34 eV. As for the LUMO energy (alpha / beta): 0.430 / 0.429 eV. Its molar mass is 91.08 g/mol.

C3H6FNO | wB97M-V/def2-TZVPD

Positions of all 12 atoms, in Å:
C 0.169 0.805 -1.378
C -0.597 -0.079 -0.444
F -1.091 -1.185 -1.207
N 0.368 -0.612 0.534
C 0.068 -0.560 1.926
O -0.800 0.126 2.385
H 0.683 1.471 -0.777
H 1.014 0.200 -1.974
H -0.537 1.127 -2.048
H -1.404 0.534 -0.016
H 1.403 -0.772 0.351
H 0.724 -1.056 2.647

As for the spin multiplicity: 1. As for the frontier orbital gap: 0.411 Eh. The value obtained for the HOMO energy is -10.31 eV. Its SMILES is C[C@@H](F)NC=O. As for the LUMO energy: 0.871 eV. Its molar mass is 91.08 g/mol.

C3H6FNO2 | wB97M-V/def2-TZVPD

Positions of all 13 atoms, in Å:
C 0.289 -1.410 -0.145
C 0.304 1.252 -0.858
C 0.165 0.118 0.079
N 0.368 0.425 1.324
O -0.570 -2.287 0.220
O 1.388 -1.529 -0.681
F -2.210 -0.675 -0.047
H 0.851 0.914 -1.689
H 0.861 2.237 -0.495
H -0.627 1.441 -1.336
H 0.667 1.407 1.657
H -1.739 -1.612 -0.064
H 0.255 -0.282 2.036

As for the spin multiplicity: 1. As for the frontier orbital gap: 0.378 Eh. The value obtained for the HOMO energy is -10.35 eV. As for the LUMO energy: -0.049 eV. Its molar mass is 107.08 g/mol.

C3H6FNO3 | wB97M-V/def2-TZVPD

Positions of all 14 atoms, in Å:
C -1.828 -0.911 1.653
C -0.518 -0.257 1.379
F 0.488 -0.458 2.304
N -0.230 -0.054 0.099
O -1.081 -0.028 -0.753
O 1.211 0.202 -0.268
C 1.697 0.559 -1.697
O 2.121 1.798 -1.839
H -2.422 -0.750 0.806
H -2.314 -0.469 2.438
H -1.847 -1.988 1.897
H 0.873 0.146 -2.325
H 2.371 -0.288 -1.800
H 1.480 2.496 -1.896

As for the spin multiplicity: 1. As for the frontier orbital gap: 0.346 Eh. The value obtained for the HOMO energy is -8.75 eV. Its SMILES is C/C(F)=[N+](\[O-])OCO. As for the LUMO energy: 0.658 eV. Its molar mass is 123.08 g/mol.

C3H6FNS | wB97M-V/def2-TZVPD

Positions of all 12 atoms, in Å:
C 1.589 1.118 0.202
C -0.173 -0.779 -0.429
C -1.684 -0.894 0.059
H 1.484 0.896 1.566
H 2.931 0.345 -0.097
H 1.601 2.260 -0.393
H -0.435 1.105 -0.280
H -1.654 -1.313 1.137
H -2.344 -1.526 -0.861
N 0.275 0.518 -0.790
F -2.259 0.333 -0.009
S 0.670 -2.063 -0.105

As for the spin multiplicity: 1. As for the frontier orbital gap: 0.320 Eh. The value obtained for the HOMO energy is -8.76 eV. As for the LUMO energy: -0.048 eV. Its molar mass is 107.15 g/mol.

C3H6FO2S | wB97M-V/def2-TZVPD

Positions of all 13 atoms, in Å:
C -2.004 0.755 -0.111
C -0.475 0.456 0.381
C 0.070 -0.896 -0.008
O 3.506 0.505 0.607
O 3.702 -1.046 -1.216
F -0.502 -1.925 0.797
S 3.150 -0.816 0.095
H -2.400 1.644 0.446
H -2.591 -0.163 0.024
H -1.860 0.935 -1.173
H -0.539 0.335 1.499
H 0.094 1.312 -0.194
H -0.150 -1.096 -1.147

As for the spin multiplicity: 1. As for the frontier orbital gap (alpha / beta): 0.208 / 0.258 Eh. The total charge is -1. The value obtained for the HOMO energy (alpha / beta) is -1.85 / -3.09 eV. As for the LUMO energy (alpha / beta): 3.821 / 3.944 eV. Its molar mass is 125.14 g/mol.

C3H6FO2Yb | wB97M-V/def2-TZVPD

Positions of all 13 atoms, in Å:
O 2.799 1.136 -0.608
C 1.609 1.185 -0.917
C 0.774 -0.016 -0.992
O 1.594 -1.151 -0.794
C 0.878 -2.380 -0.703
Yb 3.894 -0.790 -0.256
H 1.137 2.148 -1.174
H 0.212 -0.044 -1.980
H 0.339 -2.563 -1.643
H 1.613 -3.175 -0.537
H 0.168 -2.340 0.133
H -0.047 0.056 -0.206
F -2.517 0.304 -2.624

As for the spin multiplicity: 2. As for the frontier orbital gap (alpha / beta): 0.171 / 0.120 Eh. The value obtained for the HOMO energy (alpha / beta) is -6.54 / -6.54 eV. As for the LUMO energy (alpha / beta): -1.887 / -3.269 eV. The expectation value of S² is 0.751. Its molar mass is 266.12 g/mol.

C3H6I2NS | wB97M-V/def2-TZVPD

Positions of all 13 atoms, in Å:
C 0.501 -0.722 0.664
C 1.567 0.150 0.114
C -0.942 0.432 -0.997
N -0.790 0.055 0.456
S 1.063 0.851 -1.503
I -1.707 -1.237 -2.100
I -2.186 2.187 -1.122
H 0.204 -1.583 0.078
H 0.359 -1.225 1.610
H 1.872 1.036 0.792
H 2.462 -0.408 0.036
H -1.570 -0.500 0.889
H -0.833 0.964 1.083

As for the spin multiplicity: 3. As for the frontier orbital gap (alpha / beta): 0.243 / 0.228 Eh. The total charge is +1. The value obtained for the HOMO energy (alpha / beta) is -10.52 / -13.29 eV. As for the LUMO energy (alpha / beta): -3.921 / -7.088 eV. The expectation value of S² is 2.011. Its molar mass is 341.96 g/mol.

C3H6IN2O | wB97M-V/def2-TZVPD

Positions of all 13 atoms, in Å:
C 2.566 1.668 -0.147
C 0.333 0.887 0.529
C 0.701 -0.640 0.634
N 1.357 1.835 0.344
N -0.135 -1.379 -0.408
O 3.530 2.367 -0.425
I 2.806 -0.641 0.013
H -0.523 1.014 -0.202
H -0.241 1.074 1.527
H 1.038 2.701 0.689
H -0.010 -0.825 -1.295
H -1.068 -1.477 0.103
H 0.396 -2.288 -0.677

As for the spin multiplicity: 1. As for the frontier orbital gap: 0.271 Eh. The total charge is +1. The value obtained for the HOMO energy is -12.30 eV. As for the LUMO energy: -4.919 eV. Its molar mass is 213.00 g/mol.

C3H6INO2 | wB97M-V/def2-TZVPD

Positions of all 13 atoms, in Å:
C 0.440 1.717 -0.565
N -0.300 0.740 0.141
C 0.415 -0.784 0.054
I 2.126 -0.888 1.257
C -0.576 -1.804 0.333
O -0.368 -2.863 0.901
O -1.880 -1.498 -0.011
H 1.497 1.426 -0.558
H 0.043 1.823 -1.629
H 0.105 2.664 -0.048
H -0.185 0.982 1.178
H 0.740 -0.948 -0.913
H -2.056 -0.567 -0.142

As for the spin multiplicity: 1. As for the frontier orbital gap: 0.366 Eh. The value obtained for the HOMO energy is -9.76 eV. Its SMILES is CN[C@@H](I)C(=O)O. As for the LUMO energy: 0.196 eV. Its molar mass is 214.99 g/mol.